Record 1
DFT (ωB97M-V/def2-TZVPD) results for C39H42MnN6O2S2 as an isolated structure in a non-equilibrium geometry.

Element x y z (Å)
1 Mn 0.758 -0.127 0.112
2 C -0.260 0.796 5.347
3 C -1.157 1.544 4.596
4 C -1.320 1.302 3.247
5 C -0.559 0.301 2.632
6 C 0.351 -0.452 3.398
7 C 0.506 -0.192 4.740
8 N -0.644 -0.052 1.301
9 N -0.969 0.744 0.303
10 C -1.153 0.633 -2.071
11 C -1.757 1.151 -3.202
12 C -0.966 1.389 -4.320
13 C 0.382 1.071 -4.266
14 C 0.906 0.551 -3.090
15 N 0.158 0.353 -2.005
16 H -0.156 0.979 6.405
17 H -1.729 2.330 5.065
18 H -2.028 1.876 2.671
19 H 0.941 -1.219 2.908
20 H 1.222 -0.757 5.315
21 H -2.812 1.371 -3.211
22 H -1.407 1.807 -5.212
23 H 1.023 1.222 -5.122
24 H 1.952 0.273 -3.025
25 C -2.995 -2.236 1.805
26 C -3.283 -3.511 1.013
27 C -4.647 -3.433 0.315
28 C -2.202 -4.011 0.074
29 C -2.265 -5.375 -0.212
30 C -1.273 -6.025 -0.920
31 C -0.118 -5.342 -1.264
32 C 0.011 -3.992 -0.986
33 C 1.333 -3.286 -1.158
34 C 2.338 -4.035 -2.026
35 C 1.917 -3.100 0.259
36 C -1.095 -3.294 -0.430
37 N -1.031 -1.906 -0.449
38 C -2.040 -1.197 -0.765
39 C -1.909 0.298 -0.778
40 C -3.180 1.079 -0.635
41 C -3.098 2.361 -0.269
42 C -1.799 2.899 0.118
43 N -0.853 2.093 0.452
44 C -1.503 4.371 0.164
45 C -2.757 5.212 0.411
46 C -0.937 4.685 -1.235
47 C -0.455 4.678 1.235
48 H -3.614 -2.247 2.701
49 H -3.243 -1.333 1.246
50 H -1.948 -2.186 2.108
51 H -3.366 -4.309 1.762
52 H -4.666 -2.656 -0.446
53 H -5.416 -3.210 1.049
54 H -4.893 -4.376 -0.162
55 H -3.113 -5.943 0.140
56 H -1.366 -7.075 -1.143
57 H 0.687 -5.877 -1.738
58 H 1.174 -2.284 -1.595
59 H 2.642 -4.971 -1.563
60 H 3.230 -3.424 -2.139
61 H 1.928 -4.241 -3.012
62 H 1.815 -4.015 0.840
63 H 1.380 -2.281 0.792
64 H 2.974 -2.857 0.183
65 H -2.983 -1.613 -1.119
66 H -4.114 0.586 -0.856
67 H -3.974 2.980 -0.174
68 H -3.453 5.165 -0.422
69 H -2.469 6.252 0.526
70 H -3.265 4.908 1.324
71 H -1.664 4.459 -2.013
72 H -0.036 4.103 -1.419
73 H -0.690 5.741 -1.296
74 H -0.849 4.469 2.226
75 H -0.182 5.727 1.187
76 H 0.437 4.075 1.094
77 O 4.576 -1.800 -0.669
78 S 4.119 -0.570 -1.219
79 O 3.753 -0.538 -2.602
80 N 2.731 -0.060 -0.311
81 C 3.048 1.052 0.336
82 S 1.928 1.649 1.438
83 C 4.343 1.641 0.076
84 C 4.834 2.850 0.557
85 C 6.128 3.207 0.214
86 C 6.914 2.368 -0.567
87 C 6.413 1.166 -1.068
88 C 5.122 0.833 -0.746
89 H 4.211 3.485 1.169
90 H 6.529 4.145 0.564
91 H 7.927 2.655 -0.799
92 H 7.018 0.522 -1.686

Forces on atoms 1 to 2 (eV/Å):
Mn 1.48 -0.16 -2.13
C 0.05 0.02 -0.11

## Properties
2S+1: 2
HOMO level (alpha / beta), Eh: -0.4911 / -0.4910
LUMO level (alpha / beta), hartree: -0.2921 / -0.2592
Total charge: +2

Mulliken charges, unit e, in atom order:
1. Mn -0.283
2. C -0.638
3. C -0.946
4. C -0.310
5. C -0.536
6. C 0.203
7. C -0.961
8. N 0.136
9. N 2.386
10. C -0.404
11. C -0.708
12. C -0.820
13. C -1.241
14. C -0.242
15. N 0.721
16. H 0.457
17. H 0.475
18. H 0.601
19. H 0.390
20. H 0.504
21. H 0.598
22. H 0.539
23. H 0.533
24. H 0.411
25. C -1.420
26. C 0.205
27. C -1.344
28. C 0.731
29. C -0.721
30. C -1.449
31. C -0.936
32. C 0.065
33. C 2.763
34. C -2.072
35. C -0.925
36. C -0.035
37. N 1.155
38. C -1.986
39. C 3.269
40. C -2.264
41. C -0.650
42. C 0.088
43. N -1.261
44. C 1.938
45. C -1.949
46. C -1.518
47. C -1.356
48. H 0.616
49. H 0.229
50. H 0.094
51. H 0.760
52. H 0.245
53. H 0.411
54. H 0.424
55. H 0.538
56. H 0.391
57. H 0.451
58. H -0.953
59. H 0.468
60. H 0.445
61. H 0.436
62. H 0.427
63. H -0.262
64. H 0.487
65. H 0.638
66. H 0.645
67. H 0.703
68. H 0.418
69. H 0.432
70. H 0.451
71. H 0.364
72. H 0.209
73. H 0.500
74. H 0.341
75. H 0.484
76. H 0.087
77. O -0.656
78. S 0.932
79. O -0.689
80. N 0.408
81. C 1.438
82. S -0.356
83. C -0.074
84. C -0.730
85. C -0.716
86. C -0.653
87. C -0.721
88. C 0.200
89. H 0.527
90. H 0.443
91. H 0.433
92. H 0.537


Record 2
DFT (ωB97M-V/def2-TZVPD) results for a 2-piece molecular cluster, C39H42N2O5S2 overall in a non-equilibrium geometry.

Element x y z (Å)
1 C -5.873 0.824 1.837
2 C -5.965 -0.507 2.563
3 N -4.744 -1.278 2.453
4 C -4.903 -2.679 2.792
5 C -3.722 -3.516 2.336
6 C -2.415 -2.918 2.842
7 C -2.331 -1.458 2.516
8 C -3.521 -0.682 2.403
9 C -3.402 0.731 2.208
10 C -2.174 1.270 1.892
11 C -0.992 0.466 1.787
12 C 0.199 0.976 1.228
13 C 1.484 0.373 1.363
14 C 2.601 1.178 1.706
15 C 3.817 0.637 2.077
16 C 3.991 -0.776 2.055
17 N 5.206 -1.334 2.343
18 C 6.401 -0.517 2.314
19 C 6.184 0.815 3.010
20 C 4.933 1.534 2.504
21 C 5.451 -2.739 2.073
22 C 4.256 -3.580 2.477
23 C 2.986 -3.089 1.786
24 C 2.890 -1.601 1.689
25 C 1.717 -1.022 1.232
26 C -1.108 -0.858 2.307
27 C -4.634 1.582 2.299
28 H -5.832 0.653 0.752
29 H -6.779 1.399 2.055
30 H -6.185 -0.324 3.631
31 H -6.781 -1.119 2.156
32 H -5.031 -2.781 3.885
33 H -5.830 -3.028 2.317
34 H -3.850 -4.534 2.710
35 H -3.706 -3.554 1.240
36 H -2.332 -3.069 3.931
37 H -1.572 -3.451 2.389
38 H -2.109 2.344 1.701
39 H 0.179 2.020 0.922
40 H 2.466 2.261 1.731
41 H 7.197 -1.082 2.811
42 H 6.725 -0.336 1.271
43 H 6.097 0.652 4.091
44 H 7.059 1.449 2.839
45 H 5.211 2.181 1.659
46 H 4.566 2.204 3.292
47 H 5.665 -2.885 0.997
48 H 6.348 -3.022 2.636
49 H 4.453 -4.619 2.209
50 H 4.131 -3.532 3.565
51 H 2.926 -3.526 0.778
52 H 2.117 -3.473 2.338
53 H 0.939 -1.648 0.792
54 H -0.211 -1.432 2.529
55 H -4.511 2.485 1.694
56 H -4.789 1.909 3.341
57 C 0.352 -1.618 -4.844
58 O -0.594 -0.444 -4.609
59 C -0.345 0.459 -3.675
60 S -0.366 2.198 -4.141
61 C 1.233 2.489 -4.886
62 C 2.334 2.774 -4.074
63 C 3.596 2.902 -4.661
64 C 3.749 2.738 -6.043
65 C 2.631 2.491 -6.847
66 C 1.367 2.364 -6.267
67 O -1.380 2.372 -5.161
68 O -0.380 2.991 -2.933
69 S -0.592 0.111 -1.970
70 C -2.222 0.838 -1.763
71 C -2.387 1.998 -1.010
72 C -3.657 2.543 -0.842
73 C -4.743 2.002 -1.531
74 C -4.548 0.917 -2.394
75 C -3.297 0.311 -2.488
76 O -0.715 -1.314 -1.722
77 O 0.400 0.904 -1.274
78 H 0.160 -1.913 -5.878
79 H 1.378 -1.262 -4.702
80 H 0.074 -2.402 -4.135
81 H 2.196 2.871 -3.000
82 H 4.459 3.122 -4.030
83 H 4.739 2.807 -6.495
84 H 2.730 2.385 -7.928
85 H 0.484 2.155 -6.867
86 H -1.524 2.434 -0.511
87 H -3.780 3.394 -0.167
88 H -5.737 2.438 -1.403
89 H -5.378 0.528 -2.984
90 H -3.134 -0.562 -3.119

Forces on atoms 1 to 2 (eV/Å):
C -0.06 -0.10 -0.19
C -0.35 0.34 0.18

## Properties
2S+1: 1
HOMO level, Eh: -0.2001
LUMO level, hartree: -0.0567
Total charge: 0

Mulliken charges, unit e, in atom order:
1. C -0.615
2. C -0.715
3. N 0.040
4. C -0.615
5. C -0.916
6. C -0.787
7. C 0.289
8. C 0.902
9. C 0.379
10. C -1.233
11. C 0.197
12. C -0.591
13. C 1.000
14. C -1.310
15. C 0.487
16. C 0.145
17. N 0.030
18. C -0.647
19. C -0.842
20. C -0.727
21. C -0.700
22. C -0.863
23. C -0.460
24. C 0.070
25. C -1.544
26. C -1.062
27. C -0.915
28. H 0.198
29. H 0.344
30. H 0.254
31. H 0.468
32. H 0.285
33. H 0.413
34. H 0.402
35. H 0.309
36. H 0.321
37. H 0.337
38. H 0.695
39. H 0.370
40. H 0.495
41. H 0.387
42. H 0.313
43. H 0.305
44. H 0.372
45. H 0.351
46. H 0.387
47. H 0.312
48. H 0.422
49. H 0.396
50. H 0.293
51. H 0.353
52. H 0.217
53. H 1.217
54. H 1.057
55. H 0.274
56. H 0.437
57. C -0.662
58. O -0.456
59. C 0.021
60. S 1.288
61. C -0.064
62. C -0.325
63. C -0.588
64. C -0.391
65. C -0.562
66. C -0.295
67. O -0.745
68. O -0.666
69. S 1.288
70. C 0.064
71. C 0.030
72. C -0.934
73. C -0.635
74. C -0.736
75. C -0.543
76. O -0.815
77. O -0.604
78. H 0.267
79. H 0.262
80. H 0.225
81. H 0.396
82. H 0.370
83. H 0.350
84. H 0.368
85. H 0.418
86. H 0.749
87. H 0.666
88. H 0.426
89. H 0.390
90. H 0.466


Record 3
DFT (ωB97M-V/def2-TZVPD) results for C39H42N3O4PPtTe as an isolated structure in a non-equilibrium geometry.

Element x y z (Å)
1 Pt 0.170 -0.178 0.908
2 C -2.860 2.437 -1.630
3 N -1.751 3.238 -1.154
4 C -1.571 4.515 -1.806
5 C -0.998 2.800 -0.167
6 O -1.256 1.715 0.430
7 C 0.199 3.612 0.291
8 O 0.772 2.945 1.405
9 C 2.177 3.033 1.497
10 C 2.848 1.986 0.599
11 O 2.214 0.971 0.247
12 N 4.107 2.205 0.238
13 C 4.896 3.353 0.637
14 C 4.783 1.296 -0.661
15 H -3.805 2.803 -1.226
16 H -2.726 1.400 -1.333
17 H -2.914 2.500 -2.715
18 H -1.290 5.298 -1.104
19 H -2.510 4.798 -2.280
20 H -0.808 4.452 -2.585
21 H -0.116 4.628 0.577
22 H 0.913 3.691 -0.538
23 H 2.435 2.820 2.541
24 H 2.518 4.040 1.249
25 H 4.657 3.696 1.640
26 H 4.767 4.184 -0.064
27 H 5.951 3.077 0.623
28 H 5.600 0.800 -0.133
29 H 5.213 1.847 -1.500
30 H 4.078 0.560 -1.038
31 O -2.896 -0.317 0.997
32 N -1.970 -1.252 0.606
33 C -2.412 -2.447 0.502
34 C -1.658 -3.618 0.142
35 C -2.400 -4.784 -0.113
36 C -1.790 -5.964 -0.501
37 C -0.410 -6.017 -0.631
38 C 0.345 -4.888 -0.356
39 C -0.254 -3.681 0.014
40 P 0.922 -2.312 0.236
41 C 1.980 -2.438 -1.235
42 C 1.442 -2.968 -2.421
43 C 2.253 -3.171 -3.521
44 C 3.586 -2.777 -3.488
45 C 4.112 -2.210 -2.330
46 C 3.317 -2.037 -1.212
47 C 1.931 -2.752 1.700
48 C 1.618 -3.864 2.480
49 C 2.486 -4.250 3.488
50 C 3.639 -3.518 3.739
51 C 3.918 -2.374 3.005
52 C 3.036 -1.958 2.024
53 H -2.543 0.555 0.713
54 H -3.478 -2.596 0.676
55 H -3.475 -4.756 -0.025
56 H -2.387 -6.839 -0.706
57 H 0.078 -6.924 -0.954
58 H 1.422 -4.946 -0.440
59 H 0.396 -3.241 -2.480
60 H 1.844 -3.626 -4.411
61 H 4.215 -2.898 -4.358
62 H 5.160 -1.940 -2.303
63 H 3.758 -1.649 -0.308
64 H 0.721 -4.436 2.301
65 H 2.264 -5.132 4.071
66 H 4.298 -3.808 4.541
67 H 4.805 -1.800 3.213
68 H 3.196 -1.012 1.526
69 Te -0.648 1.182 3.153
70 C -0.432 0.161 5.012
71 C -0.910 0.814 6.151
72 C -0.824 0.190 7.381
73 C -0.210 -1.054 7.471
74 C 0.241 -1.717 6.331
75 C 0.171 -1.093 5.097
76 C -2.771 1.324 3.304
77 C -3.484 0.297 3.919
78 C -4.861 0.414 4.005
79 C -5.510 1.536 3.517
80 C -4.787 2.564 2.925
81 C -3.410 2.459 2.819
82 H -1.347 1.801 6.076
83 H -1.201 0.682 8.264
84 H -0.031 -1.490 8.444
85 H 0.653 -2.714 6.411
86 H 0.540 -1.587 4.202
87 H -2.988 -0.586 4.293
88 H -5.427 -0.383 4.465
89 H -6.583 1.627 3.616
90 H -5.292 3.449 2.571
91 H -2.837 3.264 2.378

Forces on atoms 1 to 2 (eV/Å):
Pt -0.49 0.71 -0.17
C -0.54 -0.52 -0.19

## Properties
2S+1: 5
HOMO level (alpha / beta), Eh: -0.6751 / -0.6825
LUMO level (alpha / beta), hartree: -0.3721 / -0.5384
Total charge: +4
Energy relative to the best compared isomer or geometry (same formula, charge and spin), kcal per mole: 59.50

Mulliken charges, unit e, in atom order:
1. Pt 1.825
2. C -1.077
3. N 0.220
4. C -1.046
5. C -0.113
6. O -0.657
7. C -0.961
8. O -0.138
9. C -1.335
10. C 0.924
11. O -0.899
12. N 0.130
13. C -1.074
14. C -0.983
15. H 0.392
16. H 0.242
17. H 0.468
18. H 0.387
19. H 0.458
20. H 0.343
21. H 0.479
22. H 0.560
23. H 0.354
24. H 0.584
25. H 0.416
26. H 0.350
27. H 0.383
28. H 0.405
29. H 0.516
30. H 0.094
31. O -0.406
32. N 0.467
33. C -0.628
34. C 0.484
35. C -1.103
36. C -0.826
37. C -0.877
38. C -0.126
39. C 0.748
40. P 0.614
41. C 0.794
42. C -0.339
43. C -0.876
44. C -0.619
45. C -0.672
46. C -0.850
47. C 0.720
48. C -0.507
49. C -1.011
50. C -0.606
51. C -1.052
52. C 0.529
53. H 0.442
54. H 0.462
55. H 0.477
56. H 0.480
57. H 0.517
58. H 0.636
59. H 0.561
60. H 0.481
61. H 0.465
62. H 0.506
63. H 0.612
64. H 0.552
65. H 0.540
66. H 0.484
67. H 0.535
68. H -0.098
69. Te 0.376
70. C 0.275
71. C -0.177
72. C -0.726
73. C -0.512
74. C -0.493
75. C 0.128
76. C 0.343
77. C -0.310
78. C -0.744
79. C -0.580
80. C -0.730
81. C -0.179
82. H 0.479
83. H 0.475
84. H 0.456
85. H 0.524
86. H 0.181
87. H 0.512
88. H 0.466
89. H 0.475
90. H 0.503
91. H 0.498


> Among the records above, which one has the lowest 2S+1?

C39H42N2O5S2


> Which value of total charge does entry 1 give?

+2


> The highest 2S+1 belongs to which entry?

C39H42N3O4PPtTe